# 1
Formula: C25H24AuFN6O4
Source: the Open Molecules 2025 dataset
Level of theory: the ωB97M-V functional and the def2-TZVPD basis

Properties
HOMO energy (eV): -13.52
Gap between HOMO and LUMO (eV): 5.8
DFT total energy (hartree): -1831.62463
LUMO energy (eV): -7.7
ΔE to the lowest compared entry with this formula, charge and spin (kcal/mol): 10.1
Charge: +2

Element x y z (Å)
1 Au 0.0801 0.1854 -0.0959
2 C -0.0712 -0.7585 2.8140
3 C 1.4343 -0.4991 2.8153
4 C 1.9401 0.7506 2.1240
5 C 2.9063 1.5176 2.7572
6 C 3.4840 2.6002 2.1176
7 C 3.0836 2.9253 0.8305
8 C 2.1053 2.1642 0.2397
9 N 1.5601 1.1054 0.8752
10 N -0.5314 -1.3783 1.5635
11 C -1.9928 -1.3770 1.4165
12 C -2.3896 -1.2424 -0.0342
13 C -3.6527 -1.5864 -0.4728
14 C -3.9930 -1.3971 -1.8026
15 C -3.0527 -0.8902 -2.6892
16 C -1.8109 -0.5512 -2.2102
17 N -1.4988 -0.7226 -0.9129
18 C 0.0794 -2.6611 1.2288
19 C 1.3317 -2.5499 0.3755
20 C 2.3106 -3.5266 0.4205
21 C 3.3908 -3.4418 -0.4426
22 C 3.4676 -2.3841 -1.3380
23 C 2.4655 -1.4378 -1.3238
24 N 1.4242 -1.5304 -0.4801
25 H -0.6089 0.1837 2.9205
26 H -0.3235 -1.3886 3.6731
27 H 1.9733 -1.3493 2.3882
28 H 1.7559 -0.4427 3.8529
29 H 3.2074 1.2513 3.7610
30 H 4.2432 3.1853 2.6203
31 H 3.5122 3.7597 0.2940
32 H 1.7225 2.3906 -0.7442
33 H -2.3974 -0.5110 1.9413
34 H -2.4419 -2.2715 1.8553
35 H -4.3665 -1.9911 0.2328
36 H -4.9874 -1.6476 -2.1487
37 H -3.2795 -0.7441 -3.7349
38 H -1.0422 -0.1376 -2.8477
39 H -0.6414 -3.2363 0.6435
40 H 0.2996 -3.2470 2.1251
41 H 2.2239 -4.3436 1.1253
42 H 4.1672 -4.1960 -0.4169
43 H 4.2882 -2.2899 -2.0350
44 H 2.4759 -0.5919 -1.9994
45 F 0.5598 6.6872 -2.3713
46 C -0.4444 5.8198 -2.3240
47 C -0.8754 5.3311 -1.1718
48 N -1.9365 4.4335 -1.1007
49 C -2.1868 3.6864 0.1058
50 C -1.3896 2.3986 0.1826
51 O -1.5719 1.6042 1.1176
52 O -0.5516 2.1460 -0.7582
53 C -2.5380 3.9365 -2.2433
54 O -3.3548 3.0361 -2.2002
55 N -2.1158 4.5277 -3.4076
56 C -1.0422 5.4140 -3.5944
57 O -0.6839 5.7517 -4.6886
58 H -0.4255 5.6347 -0.2363
59 H -3.2330 3.3960 0.1356
60 H -1.9652 4.2947 0.9815
61 H -2.5772 4.2158 -4.2519

# 2
Formula: C19H20EuF2N7O4S
Source: the Open Molecules 2025 dataset
Level of theory: the ωB97M-V functional and the def2-TZVPD basis

Properties
HOMO energy (spin up / spin down) (eV): -2.48 / -4.53
Gap between HOMO and LUMO (spin up / spin down) (eV): 4.4 / 6.4
DFT total energy (hartree): -2728.66287
LUMO energy (spin up / spin down) (eV): 1.9 / 1.9
2S+1: 8
Charge: -1

Element x y z (Å)
1 Eu 0.7727 -0.9563 0.5814
2 O 3.4766 -0.5489 4.0439
3 C 2.9603 -0.6665 2.9387
4 O 1.7030 -0.6608 2.6511
5 C 3.8427 -0.8161 1.7053
6 C 5.2201 -0.9369 1.7315
7 C 5.9038 -1.0662 0.5112
8 C 5.1905 -1.0612 -0.6942
9 C 3.8102 -0.9411 -0.6434
10 N 3.1805 -0.8214 0.5387
11 C 2.9003 -0.9056 -1.8601
12 O 3.3883 -0.8464 -2.9857
13 O 1.6447 -0.8962 -1.5522
14 H 5.7236 -0.9232 2.6877
15 H 6.9830 -1.1664 0.4998
16 H 5.6683 -1.1446 -1.6603
17 N 1.6531 6.6125 -0.0222
18 C 0.5881 5.8583 0.4091
19 S -0.7938 6.7847 0.8790
20 C 0.6829 4.4470 0.4752
21 C 1.7912 3.6936 0.0222
22 C 1.7992 2.3218 0.1200
23 N 0.8129 1.5687 0.6298
24 C -0.2417 2.2803 1.0886
25 C -0.3490 3.6458 1.0289
26 H 1.5454 7.6064 0.1014
27 H 2.5824 6.2264 0.0299
28 H 2.6517 4.1534 -0.4501
29 H 2.6541 1.7670 -0.2573
30 H -1.0370 1.7037 1.5440
31 H -1.2291 4.1373 1.4285
32 C -4.9401 -3.2417 0.0323
33 C -5.0090 -2.4185 -1.2471
34 C -4.0007 -2.9244 -2.2732
35 C -4.8459 -0.9220 -0.9910
36 N -3.4888 -0.5653 -0.6040
37 C -2.4360 -0.2108 -1.3461
38 N -1.3836 -0.1224 -0.5682
39 N -1.8287 -0.4530 0.6636
40 N -3.0725 -0.7224 0.6535
41 H -5.1107 -4.2937 -0.1926
42 H -5.6812 -2.9229 0.7651
43 H -3.9591 -3.1615 0.5008
44 H -6.0161 -2.5125 -1.6701
45 H -2.9886 -2.9326 -1.8627
46 H -3.9950 -2.3196 -3.1822
47 H -4.2363 -3.9478 -2.5615
48 H -5.4922 -0.5649 -0.1885
49 H -5.0661 -0.3428 -1.8901
50 H -2.4622 -0.0282 -2.4047
51 F -0.4962 -3.0591 -0.3226
52 C -0.0620 -3.2172 1.0562
53 F 1.3948 -3.3034 0.8272
54 H -0.3026 -4.2625 1.2852

# 3
Formula: CH5ClO4Pb
Source: the Open Molecules 2025 dataset
Level of theory: the ωB97M-V functional and the def2-TZVPD basis

Properties
HOMO energy (eV): -9.10
Gap between HOMO and LUMO (eV): 8.3
DFT total energy (hartree): -994.75396
LUMO energy (eV): -0.8
ΔE to the lowest compared entry with this formula, charge and spin (kcal/mol): 3.3

Element x y z (Å)
1 Pb -1.3487 -0.0563 -1.0914
2 C 0.2808 -1.5268 -0.9315
3 H -0.2078 -2.5217 -0.9557
4 H 0.9273 -1.3593 -1.8003
5 H 0.8394 -1.3377 -0.0113
6 H 2.5808 -0.4171 0.6424
7 H 2.3761 0.3206 0.7087
8 O -0.2415 -0.1018 2.8574
9 Cl -1.2285 0.1995 1.8551
10 O -2.4629 0.7316 2.3765
11 O -0.6278 1.1274 0.7922
12 O -1.5736 -1.0568 1.0498

# 4
Formula: C40H40BaF5N4OPTe
Source: the Open Molecules 2025 dataset
Level of theory: the ωB97M-V functional and the def2-TZVPD basis

Properties
HOMO energy (eV): -5.58
Gap between HOMO and LUMO (eV): 5.2
DFT total energy (hartree): -2976.75133
LUMO energy (eV): -0.4
ΔE to the lowest compared entry with this formula, charge and spin (kcal/mol): 121.2

Element x y z (Å)
1 Ba -1.3689 -1.0584 -0.3875
2 C -3.5431 -0.6891 2.7772
3 C -3.6262 -2.1983 2.4930
4 C -2.3561 -2.9597 2.7930
5 C -2.3807 -4.0723 3.6283
6 C -1.2134 -4.7861 3.8421
7 C -0.0426 -4.3591 3.2357
8 C -0.0961 -3.2313 2.4385
9 N -1.2211 -2.5461 2.2153
10 N -3.1844 0.1636 1.6251
11 C -2.6857 1.4696 2.0620
12 C -1.4266 1.2896 2.8608
13 C -1.2839 1.7445 4.1635
14 C -0.0944 1.4822 4.8280
15 C 0.8972 0.7672 4.1744
16 C 0.6651 0.3626 2.8677
17 N -0.4650 0.6254 2.2188
18 C -4.3314 0.3485 0.7365
19 C -3.9787 1.0201 -0.5725
20 C -4.8893 1.8708 -1.1816
21 C -4.5731 2.4261 -2.4103
22 C -3.3295 2.1716 -2.9729
23 C -2.4722 1.3349 -2.2895
24 N -2.7947 0.7428 -1.1331
25 H -2.7863 -0.5299 3.5436
26 H -4.5044 -0.3529 3.1952
27 H -3.8670 -2.3609 1.4455
28 H -4.4425 -2.6256 3.0739
29 H -3.3079 -4.3829 4.0922
30 H -1.2173 -5.6663 4.4728
31 H 0.8886 -4.8918 3.3696
32 H 0.7911 -2.8521 1.9392
33 H -3.4484 2.0401 2.6137
34 H -2.4212 2.0383 1.1667
35 H -2.0862 2.2824 4.6522
36 H 0.0479 1.8183 5.8474
37 H 1.8320 0.5313 4.6646
38 H 1.4085 -0.1981 2.3091
39 H -5.1291 0.9320 1.2231
40 H -4.7575 -0.6307 0.5174
41 H -5.8484 2.0608 -0.7183
42 H -5.2885 3.0551 -2.9252
43 H -3.0366 2.5879 -3.9266
44 H -1.4753 1.1321 -2.6715
45 C 4.8100 1.4824 -2.4138
46 C 4.6266 1.9663 -1.0002
47 C 5.5621 2.8622 -0.4832
48 C 5.4805 3.3458 0.8137
49 C 4.4472 2.9281 1.6353
50 C 3.5080 2.0388 1.1359
51 C 3.5723 1.5475 -0.1706
52 P 2.2054 0.3814 -0.6223
53 C 1.6374 1.1846 -2.1838
54 C 1.8363 0.6141 -3.4404
55 C 1.3423 1.2108 -4.5903
56 C 0.6435 2.4052 -4.4995
57 C 0.4374 2.9853 -3.2560
58 C 0.9129 2.3916 -2.0880
59 C 0.6443 3.0648 -0.7638
60 C 3.0640 -1.1811 -0.9648
61 C 4.3742 -1.3806 -0.5081
62 C 4.9357 -2.6418 -0.4456
63 C 4.1577 -3.7453 -0.8074
64 C 2.8597 -3.5764 -1.2322
65 C 2.2577 -2.2969 -1.3385
66 C 0.9028 -2.1364 -1.7931
67 H 5.8536 1.5854 -2.7121
68 H 4.2026 2.0693 -3.1064
69 H 4.5212 0.4383 -2.5168
70 H 6.3821 3.1803 -1.1179
71 H 6.2282 4.0392 1.1796
72 H 4.3736 3.2898 2.6541
73 H 2.6908 1.7093 1.7667
74 H 2.4004 -0.3088 -3.5183
75 H 1.5098 0.7482 -5.5554
76 H 0.2617 2.8851 -5.3928
77 H -0.1084 3.9210 -3.1867
78 H -0.0730 3.8780 -0.8852
79 H 1.5628 3.4855 -0.3505
80 H 0.2606 2.3512 -0.0292
81 H 4.9596 -0.5322 -0.1744
82 H 5.9532 -2.7707 -0.0981
83 H 4.5849 -4.7412 -0.7585
84 H 2.2669 -4.4420 -1.5104
85 H 0.4971 -3.0655 -2.2076
86 H 0.7996 -1.3377 -2.5291
87 F -3.8551 -2.4257 -4.0852
88 Te -3.5494 -2.1928 -2.2618
89 F -5.0133 -3.3224 -2.0328
90 F -4.7527 -0.7936 -2.5304
91 F -2.0136 -1.2790 -2.9336
92 F -2.4715 -3.7058 -2.4457
93 O -3.2463 -2.0200 -0.5421

# 5
Formula: C2H5BrNO
Source: the Open Molecules 2025 dataset
Level of theory: the ωB97M-V functional and the def2-TZVPD basis

Properties
HOMO energy (eV): -14.39
Gap between HOMO and LUMO (eV): 8.9
DFT total energy (hartree): -2782.82123
LUMO energy (eV): -5.5
ΔE to the lowest compared entry with this formula, charge and spin (kcal/mol): 72.4
Charge: +1

Element x y z (Å)
1 C -0.2603 0.9901 -0.9606
2 C 0.5296 -0.0558 -0.6219
3 N 0.0975 -1.2983 -0.0467
4 O -0.8915 1.8026 -1.3952
5 Br -0.8127 2.3703 1.8479
6 H 1.5231 0.1126 -0.3919
7 H -0.1724 0.8560 1.2000
8 H 0.0132 -2.1092 -0.6609
9 H -0.7806 -0.9213 0.3267
10 H 0.7542 -1.7471 0.7024

# 6
Formula: C5H12O2
Source: the Open Molecules 2025 dataset
Level of theory: the ωB97M-V functional and the def2-TZVPD basis

Properties
HOMO energy (eV): -9.97
Gap between HOMO and LUMO (eV): 10.8
DFT total energy (hartree): -348.15937
LUMO energy (eV): 0.9
SMILES: CCC=O.CCO
ΔE to the lowest compared entry with this formula, charge and spin (kcal/mol): 28.5

Element x y z (Å)
1 C -3.1701 0.3033 0.6582
2 C -1.7214 0.7262 0.4131
3 C -1.1244 0.0137 -0.7725
4 O -0.5440 0.5596 -1.6818
5 C 1.8733 -0.2370 0.3046
6 C 2.4940 -0.6257 -1.0282
7 O 2.7692 -0.3581 1.3933
8 H -3.8078 0.5843 -0.1862
9 H -3.2476 -0.7808 0.7987
10 H -3.5649 0.7877 1.5555
11 H -1.6345 1.8029 0.2411
12 H -1.1092 0.4720 1.2909
13 H -1.2426 -1.0942 -0.7652
14 H 1.4600 0.7826 0.2386
15 H 1.0416 -0.9105 0.5445
16 H 3.2848 0.0815 -1.3092
17 H 2.9338 -1.6262 -0.9663
18 H 1.7406 -0.6104 -1.8224
19 H 3.5617 0.1467 1.1736